Record 1
# C30H39N8O4OsTe

C30H39N8O4OsTe as an isolated structure (ωB97M-V/def2-TZVPD, OMol25).

Last column: Löwdin charge in e.
Element x y z (Å)
1 Os -0.321 0.434 0.224  1.552
2 Te -0.685 3.582 0.605  1.543
3 O -1.662 -1.833 6.027  0.181
4 O -3.343 -2.142 4.592  0.203
5 O -2.130 -0.292 0.435  -0.253
6 O -3.568 -1.322 1.831  0.178
7 N 1.639 0.755 0.042  -0.158
8 N -0.845 -1.105 -3.613  -0.043
9 N 3.800 1.061 0.932  -0.060
10 N -0.233 0.296 -1.776  -0.111
11 N -0.420 0.276 2.306  -0.036
12 N -0.303 -0.156 4.414  0.225
13 N -2.444 0.054 -2.655  -0.045
14 N 2.817 -0.853 1.389  -0.058
15 C 4.135 -0.977 2.053  -0.053
16 C 0.388 -1.892 -3.767  0.006
17 C -2.373 5.608 -3.440  -0.030
18 C 3.927 2.492 0.652  0.011
19 C -1.451 4.436 -1.129  -0.540
20 C -1.433 -0.806 3.980  -0.026
21 C 1.149 0.517 -2.295  -0.191
22 C 2.720 0.317 0.763  -0.374
23 C -2.780 4.835 -1.194  -0.114
24 C -1.044 5.200 -3.358  -0.049
25 C 0.291 0.503 3.416  -0.291
26 C -2.347 3.847 1.845  -0.543
27 C 1.449 1.424 3.581  0.041
28 C -4.214 2.995 3.074  -0.045
29 C 1.879 1.379 -1.297  -0.206
30 C -4.466 4.277 3.548  -0.030
31 C -3.169 1.010 -1.824  -0.005
32 C -2.181 -1.658 4.965  -0.452
33 C -3.170 -0.713 -3.690  -0.044
34 C -3.234 5.431 -2.362  -0.037
35 C -2.047 -1.476 -4.400  -0.047
36 C -1.158 -0.235 -2.664  -0.324
37 C -0.571 4.613 -2.194  -0.150
38 C -3.661 5.343 3.161  -0.035
39 C -2.588 5.137 2.304  -0.130
40 C -3.144 2.771 2.217  -0.133
41 C 4.837 0.343 1.704  -0.043
42 C 2.026 -2.068 1.197  0.002
43 C -2.518 -0.790 1.635  -0.508
44 C -1.502 -0.544 2.664  -0.135
45 H -3.867 6.343 3.525  0.128
46 H 2.945 2.939 0.503  0.076
47 H -4.861 2.172 3.356  0.123
48 H 0.478 4.335 -2.115  0.088
49 H 0.165 -2.713 -4.440  0.108
50 H 4.661 -1.838 1.648  0.138
51 H 2.258 0.952 4.143  0.107
52 H 1.143 -1.874 0.606  0.049
53 H 5.733 0.200 1.104  0.141
54 H 4.010 -1.132 3.121  0.133
55 H 5.106 0.926 2.582  0.135
56 H 1.136 2.309 4.139  0.114
57 H -3.695 -0.027 -4.349  0.138
58 H 1.195 -1.316 -4.212  0.095
59 H -3.903 -1.369 -3.226  0.142
60 H -4.263 5.767 -2.425  0.126
61 H -2.967 1.782 1.822  0.066
62 H -2.735 6.082 -4.344  0.126
63 H -2.189 -2.551 -4.359  0.136
64 H -3.904 1.514 -2.448  0.112
65 H 1.687 -0.419 -2.383  0.098
66 H -3.680 0.521 -1.001  0.090
67 H -5.298 4.448 4.221  0.127
68 H 0.710 -2.322 -2.818  0.101
69 H 1.721 -2.470 2.163  0.107
70 H -3.452 4.696 -0.355  0.104
71 H 2.621 -2.824 0.684  0.110
72 H 2.937 1.401 -1.540  0.133
73 H -0.371 5.363 -4.193  0.122
74 H -3.573 -1.910 3.675  0.097
75 H 1.120 0.997 -3.273  0.147
76 H -0.006 -0.195 5.385  0.201
77 H 4.546 2.674 -0.226  0.111
78 H -1.920 -1.186 -5.438  0.140
79 H -2.487 1.756 -1.438  0.045
80 H 1.498 2.398 -1.320  0.069
81 H 1.818 1.750 2.611  0.054
82 H -1.964 5.971 2.004  0.113
83 H 4.398 2.972 1.507  0.110

- Charge: +3
- 2S+1: 5
- Relative energy (zero: lowest compared OMol25 entry of this formula, charge and spin): 48.6 kJ/mol
- LUMO level (spin up / spin down): -7.729 / -10.494 eV
- Expectation value of S²: 6.026
- Frontier orbital gap (spin up / spin down): 8.4 / 6.0 eV

Record 2
# C6H9N3

One molecule with the formula C6H9N3 in a non-equilibrium geometry (ωB97M-V/def2-TZVPD, OMol25).

Last column: Löwdin charge in e.
Element x y z (Å)
1 N 0.961 -1.683 -0.644  0.129
2 N -1.215 -0.634 -0.743  -0.187
3 N -1.713 -1.698 -1.456  0.005
4 C -1.620 1.533 0.241  -0.058
5 C -0.279 1.569 0.686  -0.052
6 C 0.566 0.445 0.468  -0.201
7 C 1.958 0.484 1.026  -0.061
8 C 0.090 -0.616 -0.343  -0.229
9 C -2.035 0.365 -0.429  -0.075
10 H 0.044 2.478 1.196  0.105
11 H 2.227 -0.461 1.465  0.068
12 H 2.054 1.234 1.800  0.075
13 H -0.983 -2.453 -1.457  -0.004
14 H 0.716 -2.209 -1.458  0.065
15 H -2.357 2.328 0.439  0.107
16 H 2.723 0.715 0.258  0.097
17 H -3.068 0.291 -0.728  0.119
18 H 1.933 -1.688 -0.322  0.098

- Relative energy (zero: lowest compared OMol25 entry of this formula, charge and spin): 139.0 kJ/mol
- LUMO level: 0.730 eV
- Frontier orbital gap: 7.8 eV

Record 3
# C4H5NO2

One molecule with the formula C4H5NO2 (ωB97M-V/def2-TZVPD, OMol25).

Last column: Löwdin charge in e.
Element x y z (Å)
1 O -1.543 0.500 -1.307  0.074
2 O 0.880 -2.069 -0.901  0.041
3 N 0.055 0.381 0.300  -0.058
4 C 1.011 0.301 1.386  -0.061
5 C -0.122 -1.474 -1.250  -0.196
6 C -0.507 -0.167 -0.735  -0.305
7 C 0.013 1.389 1.176  -0.042
8 H -1.953 1.039 -0.606  0.117
9 H 0.808 -0.453 2.145  0.104
10 H -0.831 -1.878 -1.999  0.131
11 H 0.155 2.428 0.898  0.088
12 H 2.053 0.367 1.071  0.109

- Relative energy (zero: lowest compared OMol25 entry of this formula, charge and spin): 428.6 kJ/mol
- LUMO level (spin up / spin down): -0.333 / -0.270 eV
- Frontier orbital gap (spin up / spin down): 7.2 / 7.5 eV

Record 4
# C4H5NS

One molecule with the formula C4H5NS in a non-equilibrium geometry (ωB97M-V/def2-TZVPD, OMol25).

Last column: Löwdin charge in e.
Element x y z (Å)
1 S -2.707 -0.096 -0.019  0.612
2 N -0.318 -1.224 0.054  0.026
3 C -0.229 1.058 0.058  -0.203
4 C 1.163 0.510 -0.038  -0.060
5 C 1.011 -0.823 -0.046  -0.117
6 C -1.070 -0.128 0.074  -0.901
7 H -0.528 1.738 -0.845  0.165
8 H 1.774 -1.551 0.234  0.121
9 H -0.423 1.570 0.970  0.114
10 H 2.054 1.056 -0.203  0.090
11 H -0.728 -2.111 -0.240  0.155

- Relative energy (zero: lowest compared OMol25 entry of this formula, charge and spin): 57.2 kJ/mol
- LUMO level: 0.497 eV
- SMILES: S=C1CC=CN1
- Frontier orbital gap: 8.7 eV

Record 5
# H11O5S

A 6-piece molecular cluster, H11O5S overall (ωB97M-V/def2-TZVPD, OMol25).

Last column: Löwdin charge in e.
Element x y z (Å)
1 S 0.758 0.856 1.162  0.003
2 O 0.018 0.408 -2.151  -0.114
3 O 0.487 -2.674 1.467  -0.109
4 O -3.010 0.403 -2.392  -0.083
5 O 3.913 -1.034 -0.243  -0.081
6 O -2.861 1.120 0.923  -0.093
7 H 1.425 -2.882 1.538  0.016
8 H -3.035 0.664 -1.465  0.003
9 H -0.260 1.255 -2.518  0.028
10 H 4.055 -0.987 0.695  0.012
11 H -2.070 0.252 -2.556  -0.008
12 H 0.153 0.664 -1.219  -0.091
13 H 3.253 -0.366 -0.463  0.006
14 H 0.543 1.925 1.932  -0.418
15 H -1.971 1.495 1.001  -0.031
16 H -2.946 0.647 1.758  0.030
17 H 0.553 -1.745 1.187  -0.070

- Charge: -1
- Relative energy (zero: lowest compared OMol25 entry of this formula, charge and spin): 86.1 kJ/mol
- LUMO level: 3.580 eV
- Frontier orbital gap: 7.7 eV

Record 6
# H24KrO12

H24KrO12 as an isolated structure in a non-equilibrium geometry (ωB97M-V/def2-TZVPD, OMol25).

Last column: Löwdin charge in e.
Element x y z (Å)
1 Kr 0.239 0.166 -0.144  0.341
2 O -0.427 -3.183 2.265  -0.059
3 O 4.230 0.822 1.552  -0.061
4 O -1.714 3.445 -1.141  -0.070
5 O -2.766 -0.757 -1.441  -0.060
6 O -0.681 -0.170 -3.192  -0.087
7 O -0.410 -0.322 3.525  -0.071
8 O -3.133 0.019 2.602  -0.050
9 O 2.178 -1.083 -2.843  -0.056
10 O -2.605 -2.207 0.700  -0.066
11 O 3.314 -1.130 -0.183  -0.087
12 O 3.470 1.696 -2.553  -0.033
13 O -1.119 3.540 1.642  -0.046
14 H -2.036 -0.290 -1.850  -0.024
15 H -3.418 -0.078 -1.269  0.071
16 H 4.556 1.371 0.839  0.014
17 H 2.701 -0.282 -2.874  0.015
18 H 2.783 -1.370 -0.942  -0.015
19 H -0.106 -1.199 3.289  -0.005
20 H -0.740 -0.947 -3.748  0.056
21 H -4.081 -0.110 2.594  0.046
22 H -1.110 3.193 -0.443  -0.028
23 H -2.794 -0.649 2.005  -0.011
24 H -3.513 -2.504 0.651  0.064
25 H 2.380 -1.533 -3.663  0.065
26 H -1.057 -2.966 1.578  -0.016
27 H -1.284 -0.259 3.139  -0.033
28 H 2.860 2.084 -1.926  0.043
29 H 3.853 0.059 1.113  -0.031
30 H -0.957 -3.559 2.968  0.042
31 H 0.239 -0.131 -2.931  -0.033
32 H -1.254 3.220 -1.949  0.020
33 H -2.507 -1.611 -0.043  -0.032
34 H 4.310 1.686 -2.095  0.047
35 H -0.769 2.972 2.328  0.042
36 H 3.253 -1.886 0.401  0.060
37 H -1.886 3.953 2.041  0.047

- Relative energy (zero: lowest compared OMol25 entry of this formula, charge and spin): 59.8 kJ/mol
- LUMO level: -0.021 eV
- Frontier orbital gap: 10.4 eV

| no. | molar mass (u) |
| --- | --- |
| 1 | 893.5 |
| 2 | 123.2 |
| 3 | 99.1 |
| 4 | 99.2 |
| 5 | 123.2 |
| 6 | 300.0 |